Here is C3H4N2O in the gas phase from OMol25. Energies are from the ωB97M-V functional and the def2-TZVPD basis.

The geometry in ORCA input format:
```
! RIJCOSX wB97M-V def2-TZVPD def2/J DEFGRID3
* xyz 0 1
O -2.018 0.157 0.430
N 1.103 -1.019 -0.650
N -0.241 -1.041 -0.497
C 0.405 0.715 0.651
C -0.691 -0.015 0.254
C 1.485 0.048 0.029
H -0.779 -1.805 -0.876
H 2.527 0.341 0.028
H -2.146 1.049 0.778
H 0.417 1.578 1.301
*
```

The frontier orbital gap is 0.348 Eh. The value obtained for the HOMO energy is -8.81 eV. The value obtained for the total energy is -8202.7807 eV. Its SMILES is Oc1ccn[nH]1. The energy relative to the best compared isomer or geometry (same formula, charge and spin) comes out at 106.59 kJ/mol.